# 1
103
Properties=species:S:1:pos:R:3 method="wB97M-V/def2-TZVPD" multiplicity=2 largest_force_ha_per_bohr=0.132 homo_lumo_gap_ev="1.6 / 2.3" total_charge=+5
O 1.549 -0.614 4.034
V 0.079 -1.156 3.630
F -0.125 -0.042 1.771
C 0.368 -0.524 -2.553
C 0.905 -1.519 -1.480
N 0.282 -2.850 -1.584
C 0.396 -3.732 -2.631
C -0.286 -4.883 -2.200
N -0.691 -4.766 -0.939
C -0.470 -3.446 -0.557
C -1.312 -5.753 -0.112
H 0.773 0.485 -2.464
H -0.717 -0.429 -2.577
H 0.587 -0.853 -3.569
H 0.760 -1.164 -0.460
H 1.979 -1.684 -1.567
H 1.053 -3.489 -3.453
H -0.446 -5.863 -2.623
H -0.485 -3.070 0.455
H -2.348 -5.428 -0.027
H -0.949 -5.587 0.902
H -1.179 -6.742 -0.552
C 7.542 1.459 -4.234
C 6.461 1.767 -3.231
C 6.417 0.685 -2.173
C 5.060 0.797 -1.362
N 4.900 0.157 -0.004
C 3.405 0.152 0.479
C 3.285 1.309 1.483
C 4.611 1.119 2.212
C 5.672 0.886 1.118
C 5.438 -1.257 -0.145
H 7.703 2.217 -5.000
H 7.263 0.604 -4.849
H 8.556 1.317 -3.859
H 5.555 1.846 -3.832
H 6.705 2.752 -2.835
H 7.259 0.893 -1.513
H 6.560 -0.289 -2.641
H 4.363 0.160 -1.907
H 4.778 1.820 -1.114
H 3.264 -0.869 0.834
H 2.739 0.221 -0.381
H 2.503 1.250 2.240
H 3.267 2.293 1.014
H 4.600 0.328 2.963
H 4.797 1.991 2.839
H 6.635 0.439 1.361
H 5.880 1.882 0.727
H 4.685 -1.767 -0.746
H 5.576 -1.742 0.821
H 6.438 -1.283 -0.578
C -6.495 -2.804 3.752
C -6.697 -2.039 2.455
C -5.332 -1.686 1.783
C -5.604 -0.957 0.387
N -4.348 -0.923 -0.552
C -4.673 -0.070 -1.828
C -4.485 -1.094 -2.981
C -3.467 -2.120 -2.454
C -3.969 -2.341 -0.994
C -3.151 -0.307 0.225
H -5.468 -3.123 3.932
H -7.074 -3.723 3.661
H -6.834 -2.202 4.594
H -7.359 -1.219 2.735
H -7.382 -2.520 1.757
H -4.873 -2.654 1.585
H -4.700 -1.136 2.480
H -5.823 0.077 0.652
H -6.399 -1.428 -0.191
H -3.923 0.715 -1.931
H -5.627 0.432 -1.666
H -4.204 -0.666 -3.943
H -5.458 -1.476 -3.288
H -2.506 -1.626 -2.304
H -3.313 -3.105 -2.893
H -3.302 -2.775 -0.249
H -4.868 -2.958 -1.001
H -2.334 -0.074 -0.457
H -2.681 -0.979 0.943
H -3.470 0.553 0.813
C -0.170 6.084 2.065
N -0.579 4.596 2.079
C 0.611 3.749 2.434
C -1.743 4.454 3.077
C -1.207 4.192 0.657
C -1.547 2.694 0.275
O -0.359 1.962 0.027
H 0.782 6.172 1.541
H 0.010 6.272 3.124
H -0.955 6.722 1.659
H 1.303 3.753 1.591
H 0.224 2.739 2.570
H 1.044 4.154 3.349
H -2.084 3.422 2.993
H -2.565 5.084 2.736
H -1.536 4.644 4.130
H -0.549 4.629 -0.095
H -2.095 4.812 0.541
H -2.081 2.656 -0.675
H -2.049 2.106 1.043
H -0.281 1.300 0.717

# 2
98
Properties=species:S:1:pos:R:3 method="wB97M-V/def2-TZVPD" multiplicity=1 largest_force_ha_per_bohr=0.097 e_above_lowest_kj_mol=129.1 homo_lumo_gap_ev="6.3 / 6.3" total_charge=+3
C -1.030 -2.356 -1.654
C 1.127 -1.598 -1.030
C -0.480 -3.334 -2.470
C 1.720 -2.620 -1.788
C 0.910 -3.499 -2.490
H -1.154 -3.947 -3.060
H 2.811 -2.707 -1.764
H 1.351 -4.319 -3.057
N -0.234 -1.592 -0.878
P -2.903 -1.099 -0.070
P 2.720 0.819 0.029
C -2.537 -2.102 -1.576
H -2.894 -1.575 -2.481
H -3.077 -3.062 -1.584
C 1.123 2.388 1.061
O 1.291 3.537 0.922
C 1.905 -0.737 -0.100
H 2.269 -1.382 0.741
C 3.787 1.180 -1.515
C 3.755 0.693 1.614
C -4.163 0.258 -0.518
C -3.504 -2.433 1.119
C 3.514 2.655 -1.852
H 3.846 3.336 -1.055
H 4.050 2.924 -2.774
H 2.440 2.809 -2.013
C 5.290 0.938 -1.352
H 5.753 1.564 -0.582
H 5.509 -0.119 -1.159
H 5.768 1.194 -2.309
C 3.306 0.285 -2.655
H 3.829 0.577 -3.578
H 3.526 -0.771 -2.469
H 2.227 0.398 -2.821
C 4.418 2.064 1.877
H 3.679 2.869 1.979
H 4.972 1.987 2.825
H 5.138 2.348 1.099
C 2.830 0.363 2.802
H 1.995 1.075 2.897
H 2.442 -0.666 2.771
H 3.431 0.441 3.722
C 4.832 -0.399 1.525
H 5.642 -0.141 0.837
H 5.282 -0.501 2.524
H 4.419 -1.374 1.239
C -3.891 -1.760 2.450
H -4.243 -2.544 3.136
H -3.030 -1.261 2.917
H -4.703 -1.028 2.334
C -2.330 -3.399 1.370
H -1.962 -3.862 0.445
H -1.487 -2.909 1.880
H -2.687 -4.203 2.030
C -4.692 -3.227 0.549
H -4.948 -4.012 1.275
H -5.583 -2.607 0.407
H -4.452 -3.720 -0.400
C -3.949 0.670 -1.984
H -4.315 -0.094 -2.684
H -4.522 1.590 -2.173
H -2.892 0.879 -2.200
C -3.877 1.464 0.402
H -2.895 1.922 0.196
H -4.641 2.228 0.207
H -3.924 1.202 1.469
C -5.610 -0.213 -0.339
H -5.850 -1.057 -1.001
H -5.847 -0.472 0.701
H -6.265 0.624 -0.624
Ce -0.157 0.080 0.849
N -0.096 1.295 -1.123
C 0.510 1.493 -2.126
C 0.259 2.308 -3.430
C 1.261 2.000 -4.531
C -1.134 1.957 -3.935
C 0.314 3.786 -3.052
H 2.282 2.251 -4.229
H 1.220 0.936 -4.802
H 1.034 2.582 -5.437
H -1.892 2.285 -3.219
H -1.350 2.433 -4.904
H -1.239 0.874 -4.068
H 0.076 4.418 -3.918
H -0.395 4.000 -2.243
H 1.300 4.082 -2.689
N 0.033 -0.103 8.550
C -0.106 -0.225 7.393
C -0.269 -0.366 5.965
C 0.030 -1.576 5.326
C -0.118 -1.679 3.953
N -0.524 -0.620 3.196
C -0.856 0.547 3.816
C -0.738 0.702 5.195
H 0.372 -2.434 5.905
H 0.095 -2.611 3.420
H -1.239 1.360 3.179
H -1.009 1.648 5.666

# 3
115
Properties=species:S:1:pos:R:3 method="wB97M-V/def2-TZVPD" multiplicity=2 largest_force_ha_per_bohr=0.040 e_above_lowest_kj_mol=0.0 homo_lumo_gap_ev="4.3 / 6.3" total_charge=-2
Lu 2.128 0.533 -0.871
C 2.637 3.893 -0.339
N 1.526 3.383 -1.156
C 0.307 3.861 -0.460
C -0.990 3.302 -1.059
N -1.567 2.265 -0.256
C -2.581 1.555 -0.968
C -1.896 2.552 1.068
C -1.816 3.892 1.474
C -1.985 4.267 2.788
C -2.388 3.340 3.709
C -2.468 2.000 3.314
C -2.181 1.546 2.009
S 1.943 1.928 2.352
C 1.725 3.860 -2.516
C 0.911 4.816 -3.093
C 1.100 5.294 -4.378
C 2.138 4.784 -5.158
C 2.954 3.780 -4.611
C 2.759 3.295 -3.306
S 3.642 1.866 -2.748
H 3.574 3.770 -0.883
H 2.771 3.351 0.583
H 2.447 4.969 -0.153
H 0.270 4.975 -0.487
H 0.424 3.610 0.587
H -0.761 2.860 -2.015
H -1.703 4.111 -1.270
H -3.560 2.078 -1.011
H -2.735 0.577 -0.527
H -2.257 1.400 -1.959
H -1.594 4.638 0.690
H -1.955 5.334 3.012
H -2.660 3.621 4.727
H -2.690 1.284 4.082
H 0.057 5.207 -2.557
H 0.446 6.059 -4.772
H 2.331 5.121 -6.176
H 3.738 3.284 -5.176
O 2.950 -1.438 -1.271
N 3.973 -1.882 -0.527
N 4.568 -0.832 0.093
O 3.931 0.347 0.198
C 5.534 -1.106 1.070
C 6.102 -2.364 1.081
C 7.101 -2.692 1.999
C 7.524 -1.718 2.916
C 6.916 -0.462 2.927
C 5.904 -0.127 2.036
H 5.823 -3.091 0.300
H 7.508 -3.670 1.977
H 8.350 -1.975 3.551
H 7.293 0.280 3.627
H 5.364 0.808 2.021
O 2.292 -0.644 2.715
C 2.424 0.484 3.146
O 1.318 1.390 0.984
H 2.916 0.681 4.128
C -0.552 -1.065 0.867
Ge -1.997 -0.482 1.965
C -1.685 -1.120 3.827
C -2.357 -2.257 4.263
C -2.185 -2.789 5.543
C -1.336 -2.153 6.431
C -0.621 -1.057 6.003
C -0.788 -0.519 4.728
C -3.679 -1.395 1.407
C -3.657 -2.136 0.245
C -4.795 -2.904 -0.168
C -5.937 -2.939 0.580
C -6.004 -2.179 1.776
C -7.134 -2.280 2.621
C -7.173 -1.626 3.826
C -6.104 -0.784 4.202
C -5.031 -0.627 3.368
C -4.907 -1.362 2.170
H -0.559 -2.106 0.664
H 0.376 -0.798 1.376
H -0.595 -0.583 -0.126
H -3.042 -2.828 3.667
H -2.782 -3.636 5.894
H -1.197 -2.443 7.445
H 0.027 -0.593 6.737
H -0.220 0.354 4.445
H -2.792 -2.142 -0.446
H -4.761 -3.462 -1.093
H -6.803 -3.535 0.332
H -7.882 -2.977 2.289
H -8.039 -1.705 4.464
H -6.129 -0.233 5.136
H -4.249 0.054 3.681
N 3.459 -4.154 -6.248
C 2.372 -4.074 -5.389
C 2.450 -3.652 -4.036
C 1.292 -3.530 -3.295
C 0.063 -3.779 -3.866
C -0.049 -4.286 -5.152
C 1.115 -4.477 -5.871
S -1.366 -3.193 -3.047
O -1.724 -4.103 -1.982
O -2.339 -3.008 -4.111
N -0.903 -1.839 -2.375
C -0.614 -0.782 -3.071
S -1.528 -0.207 -4.487
C -0.644 1.269 -4.470
C 0.261 1.251 -3.451
N 0.279 0.121 -2.679
H 4.242 -3.608 -5.930
H 3.284 -4.004 -7.246
H 3.408 -3.508 -3.546
H 1.341 -3.097 -2.316
H -1.015 -4.445 -5.668
H 1.101 -4.866 -6.878
H -0.722 2.017 -5.233
H 1.001 2.012 -3.233

# 4
16
Properties=species:S:1:pos:R:3 method="wB97M-V/def2-TZVPD" multiplicity=1 largest_force_ha_per_bohr=0.086 e_above_lowest_kj_mol=162.2 homo_lumo_gap_ev=8.4 smiles="O=C([O-])[C@@H]1C=CC=N[C@H]1O" total_charge=-1
C -0.123 -1.560 1.167
C -0.154 -0.162 1.319
C -0.375 -2.095 -0.123
C 0.627 1.936 0.332
C -0.341 0.725 0.233
C 0.066 -0.101 -1.186
N -0.348 -1.450 -1.265
O 1.352 2.118 -0.623
O 0.569 2.523 1.440
O -0.450 0.660 -2.326
H 0.121 -2.275 1.937
H -0.226 0.172 2.336
H -0.653 -3.229 -0.159
H -1.147 1.390 0.053
H 1.156 -0.112 -1.059
H -0.073 1.460 -2.075

Copy entry 1 word for word.
103
Properties=species:S:1:pos:R:3 method="wB97M-V/def2-TZVPD" multiplicity=2 largest_force_ha_per_bohr=0.132 homo_lumo_gap_ev="1.6 / 2.3" total_charge=+5
O 1.549 -0.614 4.034
V 0.079 -1.156 3.630
F -0.125 -0.042 1.771
C 0.368 -0.524 -2.553
C 0.905 -1.519 -1.480
N 0.282 -2.850 -1.584
C 0.396 -3.732 -2.631
C -0.286 -4.883 -2.200
N -0.691 -4.766 -0.939
C -0.470 -3.446 -0.557
C -1.312 -5.753 -0.112
H 0.773 0.485 -2.464
H -0.717 -0.429 -2.577
H 0.587 -0.853 -3.569
H 0.760 -1.164 -0.460
H 1.979 -1.684 -1.567
H 1.053 -3.489 -3.453
H -0.446 -5.863 -2.623
H -0.485 -3.070 0.455
H -2.348 -5.428 -0.027
H -0.949 -5.587 0.902
H -1.179 -6.742 -0.552
C 7.542 1.459 -4.234
C 6.461 1.767 -3.231
C 6.417 0.685 -2.173
C 5.060 0.797 -1.362
N 4.900 0.157 -0.004
C 3.405 0.152 0.479
C 3.285 1.309 1.483
C 4.611 1.119 2.212
C 5.672 0.886 1.118
C 5.438 -1.257 -0.145
H 7.703 2.217 -5.000
H 7.263 0.604 -4.849
H 8.556 1.317 -3.859
H 5.555 1.846 -3.832
H 6.705 2.752 -2.835
H 7.259 0.893 -1.513
H 6.560 -0.289 -2.641
H 4.363 0.160 -1.907
H 4.778 1.820 -1.114
H 3.264 -0.869 0.834
H 2.739 0.221 -0.381
H 2.503 1.250 2.240
H 3.267 2.293 1.014
H 4.600 0.328 2.963
H 4.797 1.991 2.839
H 6.635 0.439 1.361
H 5.880 1.882 0.727
H 4.685 -1.767 -0.746
H 5.576 -1.742 0.821
H 6.438 -1.283 -0.578
C -6.495 -2.804 3.752
C -6.697 -2.039 2.455
C -5.332 -1.686 1.783
C -5.604 -0.957 0.387
N -4.348 -0.923 -0.552
C -4.673 -0.070 -1.828
C -4.485 -1.094 -2.981
C -3.467 -2.120 -2.454
C -3.969 -2.341 -0.994
C -3.151 -0.307 0.225
H -5.468 -3.123 3.932
H -7.074 -3.723 3.661
H -6.834 -2.202 4.594
H -7.359 -1.219 2.735
H -7.382 -2.520 1.757
H -4.873 -2.654 1.585
H -4.700 -1.136 2.480
H -5.823 0.077 0.652
H -6.399 -1.428 -0.191
H -3.923 0.715 -1.931
H -5.627 0.432 -1.666
H -4.204 -0.666 -3.943
H -5.458 -1.476 -3.288
H -2.506 -1.626 -2.304
H -3.313 -3.105 -2.893
H -3.302 -2.775 -0.249
H -4.868 -2.958 -1.001
H -2.334 -0.074 -0.457
H -2.681 -0.979 0.943
H -3.470 0.553 0.813
C -0.170 6.084 2.065
N -0.579 4.596 2.079
C 0.611 3.749 2.434
C -1.743 4.454 3.077
C -1.207 4.192 0.657
C -1.547 2.694 0.275
O -0.359 1.962 0.027
H 0.782 6.172 1.541
H 0.010 6.272 3.124
H -0.955 6.722 1.659
H 1.303 3.753 1.591
H 0.224 2.739 2.570
H 1.044 4.154 3.349
H -2.084 3.422 2.993
H -2.565 5.084 2.736
H -1.536 4.644 4.130
H -0.549 4.629 -0.095
H -2.095 4.812 0.541
H -2.081 2.656 -0.675
H -2.049 2.106 1.043
H -0.281 1.300 0.717